Entry 1:
A 2-piece molecular cluster, C3H2ClNS2 overall at a distorted geometry. Source: the OMol25 dataset; level of theory: ωB97M-V/def2-TZVPD.

Its HOMO energy (alpha / beta) is -0.311 / -0.311 hartree. For the energy above the lowest of the compared OMol25 structures with the same formula, charge and spin, the calculation gives 283.4 kJ/mol. The LUMO energy (alpha / beta) is -0.758 / -0.759 eV. Its total energy is -38821.9180 eV.

Geometry (Å):
S: 0.051 -1.134 -2.110
N: -1.104 -0.885 -1.153
C: -1.878 -1.066 -0.294
Cl: -2.825 -0.288 0.834
C: 1.561 0.268 0.713
C: 0.775 1.192 0.252
S: -0.158 2.391 -0.130
H: 1.198 -0.374 1.680
H: 2.381 -0.105 0.208

Entry 2:
One molecule with the formula C24H30FNO4 at a distorted geometry. Source: the OMol25 dataset; level of theory: ωB97M-V/def2-TZVPD.

Its HOMO energy is -0.288 hartree. For the energy above the lowest of the compared OMol25 structures with the same formula, charge and spin, the calculation gives 2195.0 kJ/mol. The LUMO energy is 0.514 eV. Its total energy is -37749.6549 eV.

Geometry (Å):
C: 0.173 2.508 4.812
C: -0.286 2.924 3.317
O: 0.396 2.150 2.345
C: 1.418 2.368 1.973
O: 2.045 3.360 2.379
C: 1.944 1.173 0.855
C: 2.814 0.255 1.708
C: 2.436 -0.346 2.897
O: 1.713 -1.582 2.482
C: 0.973 -2.175 3.196
C: 1.076 -1.914 4.649
C: 0.374 -2.694 5.472
C: -0.348 -3.983 5.078
C: -0.533 -4.112 3.907
C: 0.195 -3.321 2.844
C: 0.753 0.353 0.364
C: -0.278 1.299 -0.561
N: 0.310 1.783 -1.517
C: 0.680 1.192 -2.667
C: -0.526 0.531 -3.554
C: -1.699 1.557 -3.566
C: -2.758 1.038 -4.329
C: -2.901 -0.219 -4.642
F: -3.858 -0.341 -5.508
C: -1.656 -1.128 -4.578
O: -1.746 -2.568 -4.996
C: -2.846 -2.897 -5.585
C: -0.739 -0.655 -3.823
C: 1.551 2.649 -1.015
C: 2.648 2.115 -0.372
H: -0.060 1.467 5.132
H: 1.292 2.465 4.857
H: -0.455 3.240 5.552
H: -1.388 2.778 3.267
H: 0.122 3.951 3.173
H: 3.592 1.109 1.811
H: 3.069 -0.386 1.053
H: 3.324 -0.607 3.410
H: 1.918 0.309 3.434
H: 1.508 -1.274 5.162
H: 0.381 -2.577 6.583
H: -1.027 -4.380 5.778
H: -1.137 -4.945 3.178
H: 0.125 -3.460 1.778
H: -0.147 0.042 1.256
H: 1.036 -0.451 -0.227
H: -1.176 0.445 -0.951
H: -0.630 1.947 0.035
H: 1.388 1.832 -3.413
H: 1.355 0.302 -2.413
H: -1.305 2.321 -3.388
H: -3.523 1.774 -4.643
H: -3.001 -2.400 -6.661
H: -3.709 -3.067 -5.134
H: -2.367 -4.020 -5.889
H: 0.115 -1.399 -3.738
H: 1.857 3.357 -1.824
H: 1.008 3.706 -0.471
H: 3.185 2.595 0.098
H: 3.116 1.234 -0.984

Entry 3:
C50H56FeN6PS4 as an isolated structure. Source: the OMol25 dataset; level of theory: ωB97M-V/def2-TZVPD.

Its HOMO energy (alpha / beta) is -0.484 / -0.476 hartree. The expectation value of S² is 1.16. As for the spin multiplicity: 2. The LUMO energy (alpha / beta) is -5.703 / -4.637 eV. Its total energy is -148698.4390 eV. The net charge is +2.

Geometry (Å):
Fe: 0.715 -1.503 -0.384
N: -0.739 -0.922 -1.468
S: -1.785 0.098 -1.596
N: -1.806 1.384 -0.592
S: -0.793 2.559 -0.701
N: 0.702 2.277 -1.004
S: 1.638 1.375 0.010
N: 1.141 0.093 0.540
C: 2.042 2.449 1.367
C: 1.527 2.122 2.613
C: 1.820 2.945 3.689
C: 2.624 4.064 3.513
C: 3.136 4.372 2.259
C: 2.845 3.563 1.172
C: 3.112 1.353 -0.971
C: 3.329 2.186 -2.063
C: 4.538 2.101 -2.732
C: 5.508 1.200 -2.309
C: 5.278 0.383 -1.212
C: 4.073 0.456 -0.528
C: -1.062 3.435 0.806
C: -0.411 4.656 0.941
C: -0.571 5.361 2.119
C: -1.374 4.847 3.133
C: -2.014 3.626 2.979
C: -1.859 2.901 1.806
C: -1.255 3.699 -1.971
C: -0.450 3.901 -3.080
C: -0.893 4.776 -4.062
C: -2.109 5.429 -3.919
C: -2.904 5.208 -2.800
C: -2.483 4.332 -1.816
C: -3.429 -0.503 -1.289
C: -4.351 0.152 -0.487
C: -5.591 -0.437 -0.278
C: -5.896 -1.653 -0.874
C: -4.965 -2.291 -1.686
C: -3.721 -1.720 -1.895
C: -1.859 0.744 -3.249
C: -2.965 1.468 -3.679
C: -2.960 1.985 -4.963
C: -1.865 1.772 -5.794
C: -0.770 1.046 -5.348
C: -0.760 0.524 -4.063
H: 0.928 1.228 2.726
H: 1.431 2.704 4.670
H: 2.862 4.694 4.360
H: 3.774 5.236 2.129
H: 3.255 3.791 0.197
H: 2.569 2.885 -2.378
H: 4.726 2.739 -3.584
H: 6.449 1.138 -2.839
H: 6.034 -0.320 -0.889
H: 3.889 -0.191 0.323
H: 0.204 5.047 0.140
H: -0.076 6.314 2.247
H: -1.503 5.407 4.049
H: -2.637 3.235 3.771
H: -2.338 1.943 1.666
H: 0.490 3.378 -3.175
H: -0.282 4.949 -4.937
H: -2.441 6.118 -4.684
H: -3.849 5.723 -2.692
H: -3.092 4.154 -0.938
H: -4.103 1.100 -0.031
H: -6.320 0.058 0.349
H: -6.865 -2.104 -0.711
H: -5.210 -3.234 -2.156
H: -2.981 -2.211 -2.516
H: -3.817 1.617 -3.027
H: -3.814 2.543 -5.321
H: -1.874 2.167 -6.801
H: 0.073 0.874 -6.005
H: 0.073 -0.058 -3.691
C: -2.703 -3.115 2.567
C: -1.964 -2.276 1.520
C: -1.715 -0.875 2.079
P: -0.450 -3.056 0.810
C: 0.582 -3.880 2.072
C: 1.181 -2.856 3.039
C: -0.052 -5.055 2.821
C: -0.994 -4.307 -0.439
C: 0.078 -5.366 -0.691
C: -2.348 -4.965 -0.162
H: -3.696 -2.687 2.718
H: -2.186 -3.076 3.526
H: -2.830 -4.158 2.287
H: -2.597 -2.176 0.632
H: -1.106 -0.913 2.985
H: -2.680 -0.438 2.352
H: -1.221 -0.220 1.366
H: 1.383 -4.287 1.449
H: 0.418 -2.442 3.701
H: 1.666 -2.027 2.521
H: 1.925 -3.348 3.670
H: -0.735 -4.720 3.600
H: 0.741 -5.628 3.304
H: -0.592 -5.737 2.163
H: -1.089 -3.694 -1.343
H: 0.157 -6.065 0.143
H: 1.065 -4.941 -0.871
H: -0.201 -5.943 -1.574
H: -2.309 -5.620 0.709
H: -2.609 -5.589 -1.019
H: -3.153 -4.245 -0.021
C: 5.525 -1.935 2.996
C: 4.846 -2.910 2.089
C: 4.993 -4.287 2.227
C: 4.285 -5.095 1.360
N: 3.485 -4.599 0.412
C: 3.429 -3.279 0.354
S: 2.432 -2.599 -0.969
N: 4.055 -2.407 1.134
H: 6.403 -2.371 3.468
H: 4.833 -1.631 3.785
H: 5.809 -1.040 2.445
H: 5.642 -4.708 2.981
H: 4.351 -6.175 1.414

Entry 4:
A 2-piece molecular cluster, C3H5NO3 overall at a distorted geometry. Source: the OMol25 dataset; level of theory: ωB97M-V/def2-TZVPD.

Its HOMO energy is -0.414 hartree. For the energy above the lowest of the compared OMol25 structures with the same formula, charge and spin, the calculation gives 288.4 kJ/mol. The LUMO energy is -0.451 eV. Its total energy is -10822.6992 eV.

Geometry (Å):
N: -2.448 -1.664 -0.222
C: -1.690 -0.825 -0.030
C: -0.729 0.208 0.394
O: -1.342 1.478 0.310
C: 0.538 0.292 -0.441
O: 1.193 1.321 -0.402
H: -0.382 0.171 1.416
H: -0.716 2.054 -0.103
H: 0.812 -0.485 -1.193
O: 3.030 -1.136 0.298
H: 3.035 -0.992 -0.623
H: 2.624 -0.454 0.872

Entry 5:
An isolated ion of composition C2H4FN3PS and charge +1 at a distorted geometry. Source: the OMol25 dataset; level of theory: ωB97M-V/def2-TZVPD.

Its HOMO energy is -0.470 hartree. The LUMO energy is -5.750 eV. Its total energy is -29436.2346 eV. The net charge is +1.

Geometry (Å):
F: 3.251 0.658 0.379
N: 1.968 0.240 0.133
C: 1.651 -1.092 -0.510
N: 0.129 -1.201 -0.582
N: -0.337 0.000 -0.019
P: -2.147 0.131 0.066
S: -3.025 -0.541 -1.557
C: 0.710 1.011 0.479
H: 2.361 -1.969 -0.881
H: -2.568 1.505 0.340
H: -2.527 -0.786 1.149
H: 0.535 2.044 1.003

Entry 6:
One molecule with the formula C3H4N2O at a distorted geometry. Source: the OMol25 dataset; level of theory: ωB97M-V/def2-TZVPD.

Its HOMO energy is -0.388 hartree. For the energy above the lowest of the compared OMol25 structures with the same formula, charge and spin, the calculation gives 259.3 kJ/mol. The LUMO energy is 0.834 eV. Its total energy is -8201.1981 eV.

Geometry (Å):
H: 2.361 -0.131 -0.931
N: 1.458 -0.015 -0.533
C: 1.212 -0.467 0.617
O: -0.041 -0.267 1.017
C: -0.744 0.550 -0.162
C: -2.007 -0.140 -0.166
N: -2.978 -0.760 -0.187
H: 1.899 -0.980 1.305
H: -0.435 0.666 -1.227
H: -0.725 1.543 0.267

Entry 7:
C32H56F6Na3O36S2 as an isolated structure at a distorted geometry. Source: the OMol25 dataset; level of theory: ωB97M-V/def2-TZVPD.

Its HOMO energy is -0.429 hartree. The LUMO energy is -3.878 eV. Its total energy is -159023.4818 eV. The net charge is +1.

Geometry (Å):
Na: -23.229 -0.786 3.412
Na: -23.631 -3.746 5.868
Na: -21.692 1.288 6.409
C: -26.130 0.511 7.394
F: -27.039 0.720 6.418
F: -25.774 1.615 7.928
F: -26.648 -0.348 8.333
S: -24.503 -0.334 6.619
O: -23.896 0.651 5.730
O: -23.614 -0.473 7.797
O: -24.776 -1.630 5.990
C: -21.112 3.648 2.208
F: -19.949 4.280 2.193
F: -22.018 4.390 2.862
F: -21.500 3.336 0.962
S: -20.741 2.059 3.375
O: -19.673 1.325 2.706
O: -20.284 2.585 4.635
O: -22.032 1.395 3.504
C: -25.259 3.192 4.191
C: -25.043 4.698 4.157
O: -25.807 5.103 3.042
C: -25.982 4.055 2.244
O: -26.361 4.164 1.081
O: -25.553 2.897 2.875
H: -26.092 2.941 4.847
H: -24.373 2.660 4.538
H: -24.009 5.018 4.022
H: -25.544 5.100 5.037
C: -30.572 -3.123 12.053
C: -31.387 -1.797 12.305
O: -30.454 -0.856 11.709
C: -29.647 -1.478 10.903
O: -28.801 -0.951 10.197
O: -30.015 -2.752 10.792
H: -31.293 -3.938 12.002
H: -29.892 -3.510 12.812
H: -31.542 -1.579 13.362
H: -32.306 -1.885 11.725
C: -21.866 -5.585 9.811
O: -23.115 -5.159 10.294
C: -23.828 -4.344 9.525
O: -23.620 -3.958 8.327
O: -24.910 -3.876 10.273
C: -25.658 -2.737 9.801
H: -21.470 -6.262 10.567
H: -21.102 -4.820 9.676
H: -21.765 -6.370 9.061
H: -25.805 -2.657 8.723
H: -25.208 -1.805 10.142
H: -26.652 -2.760 10.249
C: -21.433 -0.276 10.420
O: -20.341 -0.538 9.645
C: -19.923 0.386 8.773
O: -20.576 1.414 8.451
O: -18.678 0.128 8.383
C: -18.093 0.996 7.421
H: -21.293 0.647 10.982
H: -21.592 -1.080 11.139
H: -22.339 -0.155 9.826
H: -18.788 1.134 6.592
H: -17.194 0.595 6.954
H: -17.912 1.983 7.848
C: -29.831 0.709 7.198
O: -30.597 -0.513 7.311
C: -31.105 -1.095 6.240
O: -31.144 -0.625 5.109
O: -31.557 -2.286 6.620
C: -32.547 -2.969 5.889
H: -30.293 1.563 7.691
H: -29.685 1.100 6.191
H: -28.853 0.740 7.679
H: -32.728 -4.003 6.181
H: -32.170 -3.032 4.869
H: -33.527 -2.496 5.820
C: -28.163 -3.185 6.792
O: -27.914 -4.491 7.393
C: -26.768 -5.164 7.161
O: -25.826 -4.847 6.522
O: -26.869 -6.257 7.935
C: -25.841 -7.259 8.035
H: -27.252 -2.590 6.851
H: -28.962 -2.575 7.216
H: -28.329 -3.277 5.719
H: -26.248 -8.110 8.581
H: -24.935 -6.902 8.524
H: -25.475 -7.504 7.038
C: -24.770 0.772 -0.022
O: -26.163 0.658 0.494
C: -26.335 0.212 1.737
O: -25.460 -0.234 2.536
O: -27.681 0.430 2.072
C: -28.084 0.493 3.469
H: -24.125 1.089 0.797
H: -24.761 1.525 -0.810
H: -24.574 -0.218 -0.434
H: -29.065 0.964 3.523
H: -27.390 0.996 4.143
H: -28.179 -0.524 3.851
C: -28.424 2.874 9.662
O: -29.585 2.796 10.504
C: -29.405 2.727 11.881
O: -28.320 2.718 12.429
O: -30.594 2.690 12.436
C: -30.872 2.713 13.828
H: -27.704 2.060 9.755
H: -27.856 3.797 9.779
H: -28.755 2.954 8.627
H: -30.355 1.928 14.380
H: -31.944 2.517 13.849
H: -30.717 3.610 14.426
C: -25.590 5.003 8.425
O: -24.730 4.104 7.694
C: -23.435 4.341 7.426
O: -22.716 3.545 6.829
O: -23.047 5.508 7.928
C: -21.767 5.954 7.690
H: -25.522 4.876 9.506
H: -26.625 4.808 8.145
H: -25.408 6.028 8.104
H: -21.369 5.596 6.740
H: -21.161 5.535 8.494
H: -21.713 7.037 7.584
C: -22.621 4.703 13.763
O: -23.161 3.489 13.316
C: -23.515 3.373 12.022
O: -23.531 4.210 11.072
O: -23.806 2.142 11.854
C: -24.460 1.666 10.639
H: -22.152 4.617 14.742
H: -23.190 5.633 13.751
H: -21.779 4.885 13.095
H: -23.861 1.809 9.740
H: -25.417 2.164 10.480
H: -24.636 0.592 10.576

Entry 8:
An isolated ion of composition C4H7N and charge +1 at a distorted geometry. Source: the OMol25 dataset; level of theory: ωB97M-V/def2-TZVPD.

Its HOMO energy (alpha / beta) is -0.538 / -0.556 hartree. For the energy above the lowest of the compared OMol25 structures with the same formula, charge and spin, the calculation gives 344.9 kJ/mol. The expectation value of S² is 0.81. As for the spin multiplicity: 2. The LUMO energy (alpha / beta) is -8.125 / -7.655 eV. Its total energy is -5739.5388 eV. The net charge is +1.

Geometry (Å):
C: -1.316 -1.198 -0.441
C: 0.562 0.234 -0.017
C: 1.857 0.600 -0.333
C: -0.129 1.080 0.847
N: 0.080 -0.984 -0.456
H: -1.345 -2.261 -0.846
H: -1.855 -0.545 -1.170
H: -1.883 -1.111 0.498
H: 2.437 0.054 -1.062
H: 2.282 1.428 0.240
H: -0.976 0.715 1.434
H: 0.288 1.988 1.308